[1]
A structure of composition C23H33AsN2OOsS, computed with ωB97M-V with the def2-TZVPD basis set.

Its electronic energy is -103511.68947 eV. Its spin multiplicity is 5. The HOMO energy (spin up / spin down) is -20.03 / -20.09 eV. The total charge is +4. For the energy above the lowest of the compared OMol25 structures with the same formula, charge and spin, the calculation gives 0.0 kJ/mol. The LUMO energy (spin up / spin down) comes out at -0.4478 / -0.5722 Eh. As for the HOMO-LUMO gap (spin up / spin down): 7.8 / 4.5 eV.

Each line ends with the Mulliken charge.
Geometry (Å):
Os  -0.720449  -0.513768  -0.331376  1.04
As  -2.702966  0.836546  0.525452  0.25
S  1.539569  2.142051  -0.558731  0.34
O  0.549640  1.044198  -0.087141  -0.53
N  0.508752  -2.037381  -1.066751  -0.34
N  -2.082654  -2.111285  -0.488713  -0.55
C  5.852847  1.161708  0.660757  0.84
C  5.533388  1.763985  -0.621420  -0.63
C  -4.169624  1.143315  3.042374  -1.24
C  7.234242  0.957628  1.045303  -1.35
C  0.623849  -4.416757  -1.610340  0.53
C  -0.086309  -3.277553  -1.190535  -0.21
C  -0.072634  -5.644973  -1.726951  -0.98
C  3.475925  1.019100  1.167930  -0.32
C  1.345714  3.420374  0.669354  -0.95
C  2.573854  -3.005521  -1.788364  -0.95
C  -1.440215  -3.381525  -0.899946  1.00
C  -3.316964  0.144234  2.265061  -0.43
C  -5.404625  1.530536  -0.410835  -1.30
C  1.810156  -1.927630  -1.377482  0.41
C  3.212680  1.642505  -0.083842  0.66
C  4.229196  1.994409  -0.982270  -0.35
C  -2.119946  3.421432  -0.629512  -1.49
C  -4.216853  0.624209  -0.717797  -0.43
C  -2.453678  2.754227  0.704663  -0.49
C  -1.409510  -5.713915  -1.445947  -0.82
C  -2.110667  -4.564884  -1.021400  -0.51
C  1.990827  -4.253322  -1.900973  -0.32
C  4.766212  0.792730  1.536471  -0.88
H  7.666178  1.944608  1.334529  0.40
H  2.149798  4.144364  0.509553  0.49
H  -5.934312  1.234895  0.490924  0.33
H  -2.422566  -0.117552  2.830639  0.45
H  -1.688505  2.918507  1.463924  0.54
H  4.988493  0.358904  2.504112  0.48
H  1.402170  2.989925  1.668663  0.44
H  0.465413  -6.529249  -2.046107  0.48
H  -3.617519  2.043168  3.307492  0.34
H  -3.815294  0.830622  -1.711281  0.49
H  3.617384  -2.857284  -2.026954  0.42
H  -2.808983  -1.885652  -1.177289  0.52
H  -5.080880  1.421912  2.520178  0.27
H  -5.135950  2.583648  -0.347582  0.31
H  -1.286286  2.934283  -1.144535  0.30
H  2.665157  0.751811  1.834921  0.44
H  -4.479551  0.669021  3.974004  0.41
H  7.364616  0.294597  1.897425  0.42
H  0.386998  3.906856  0.492310  0.24
H  -1.943323  -6.648120  -1.554608  0.45
H  -3.170934  -4.635215  -0.800310  0.49
H  2.250172  -0.939702  -1.307684  0.22
H  -4.509215  -0.427142  -0.675210  0.42
H  -3.395083  3.124547  1.107960  0.58
H  7.865099  0.673478  0.193434  0.43
H  -3.866066  -0.774184  2.048165  0.43
H  6.340008  2.031964  -1.295481  0.51
H  -2.970996  3.411977  -1.309190  0.36
H  2.577769  -5.106528  -2.221430  0.52
H  4.002978  2.469276  -1.930926  0.54
H  -6.117452  1.436292  -1.230730  0.39
H  -1.857965  4.467685  -0.468455  0.42
H  -2.581113  -2.266387  0.392500  0.48

Atoms 1-6, force components in eV/Å:
Os 0.170 0.266 -0.041
As -0.955 0.137 0.175
S -0.016 0.133 -0.195
O 0.242 -0.509 0.270
N 0.079 -0.064 -0.022
N 0.060 -0.198 -0.064



[2]
A cluster of 2 separate species, H6N2 in total, computed with ωB97M-V with the def2-TZVPD basis set.

Its electronic energy is -3077.61254 eV. Its spin multiplicity is 1. The HOMO energy is -10.25 eV. The total charge is 0. For the energy above the lowest of the compared OMol25 structures with the same formula, charge and spin, the calculation gives 10.6 kJ/mol. The LUMO energy comes out at 0.0321 Eh. As for the HOMO-LUMO gap: 11.1 eV.

Each line ends with the Mulliken charge.
Geometry (Å):
N  -1.322152  -1.659438  -0.140330  -0.68
N  1.302149  1.423794  0.102777  -0.66
H  -1.045089  -1.955389  -1.081752  0.23
H  -0.566506  -1.937581  0.493914  0.24
H  0.559653  1.564952  -0.589599  0.22
H  0.902676  0.855366  0.856398  0.21
H  1.514601  2.343010  0.503463  0.23
H  -1.345331  -0.634714  -0.144871  0.22

Atoms 1-6, force components in eV/Å:
N 0.417 0.207 -0.113
N -0.413 0.191 0.196
H -0.098 0.167 0.472
H -0.344 0.138 -0.342
H 0.361 -0.047 0.348
H 0.189 0.302 -0.357



[3]
The molecule C4H6O, computed with ωB97M-V with the def2-TZVPD basis set.

Its electronic energy is -6288.80694 eV. Its spin multiplicity is 1. The HOMO energy is -9.49 eV. The total charge is 0. For the energy above the lowest of the compared OMol25 structures with the same formula, charge and spin, the calculation gives 300.2 kJ/mol. The LUMO energy comes out at 0.0433 Eh. As for the HOMO-LUMO gap: 10.7 eV.

Each line ends with the Mulliken charge.
Geometry (Å):
O  0.676601  0.215187  -1.273608  -0.49
C  -1.191406  -0.426031  -0.141275  -0.48
C  1.267372  -0.253327  -0.057329  -0.30
C  -0.535045  0.875504  -0.266444  -0.06
C  0.007961  -0.053129  0.744598  -0.42
H  -0.954545  1.899276  -0.170135  0.35
H  0.004517  0.060399  1.820889  0.36
H  2.014680  0.486712  0.237762  0.26
H  1.733585  -1.253232  -0.038276  0.27
H  -2.215393  -0.617330  0.164472  0.31
H  -0.808323  -0.934031  -1.020649  0.20

Atoms 1-6, force components in eV/Å:
O -1.158 2.545 0.900
C 0.051 -0.589 -0.038
C 0.108 0.124 0.745
C 1.254 -0.446 -1.453
C 0.055 -0.391 0.348
H 0.818 -0.767 -0.750



[4]
A cluster of 2 separate species, C3H6N2 in total, computed with ωB97M-V with the def2-TZVPD basis set.

Its electronic energy is -6181.20752 eV. Its spin multiplicity is 1. The HOMO energy (spin up / spin down) is -7.73 / -7.85 eV. The total charge is 0. For the energy above the lowest of the compared OMol25 structures with the same formula, charge and spin, the calculation gives 708.0 kJ/mol. The LUMO energy (spin up / spin down) comes out at -0.0227 / -0.0135 Eh. As for the HOMO-LUMO gap (spin up / spin down): 7.1 / 7.5 eV.

Each line ends with the Mulliken charge.
Geometry (Å):
N  2.205638  -0.336498  0.120361  -0.78
N  1.173588  0.347618  -0.087626  -0.01
C  0.037841  0.036383  0.449327  0.36
C  -1.379129  0.474782  0.259783  -0.41
C  -0.950790  -0.935893  0.043644  -0.61
H  -2.030735  0.666990  1.215493  0.19
H  -1.252921  -1.680398  0.753024  0.20
H  1.680185  1.652075  -0.918217  0.24
H  3.058558  -0.086332  -0.318289  0.24
H  -1.619734  1.058302  -0.605760  0.28
H  -0.922496  -1.197034  -0.911735  0.29

Atoms 1-6, force components in eV/Å:
N -0.421 -1.379 1.345
N 3.050 1.998 -1.034
C -1.462 1.577 -0.329
C -0.580 0.688 2.455
C -0.392 0.023 3.295
H 1.468 -0.135 -1.961



[5]
A cluster of 2 separate species, C4H8N2S in total, computed with ωB97M-V with the def2-TZVPD basis set.

Its electronic energy is -18086.73473 eV. Its spin multiplicity is 3. The HOMO energy (spin up / spin down) is -6.90 / -6.89 eV. The total charge is 0. For the energy above the lowest of the compared OMol25 structures with the same formula, charge and spin, the calculation gives 326.0 kJ/mol. The LUMO energy (spin up / spin down) comes out at 0.0305 / -0.0956 Eh. As for the HOMO-LUMO gap (spin up / spin down): 7.7 / 4.3 eV.

Each line ends with the Mulliken charge.
Geometry (Å):
S  0.243636  -2.317467  -2.760729  0.01
N  -1.239259  0.074241  1.537361  -0.03
N  0.515801  0.082802  -0.082349  -0.04
C  1.754624  -0.669195  -0.264236  -0.68
C  -0.226739  -0.134698  0.928469  0.07
C  0.001761  0.792061  -1.245619  -0.79
C  -2.112083  0.488936  2.332277  -0.40
H  2.636328  0.003276  -0.515100  0.28
H  1.830993  -1.423642  0.526265  0.34
H  -0.829305  1.528889  -1.158009  0.31
H  0.984285  1.337265  -1.708463  0.24
H  -1.888732  1.467060  2.804420  0.19
H  1.711959  -1.334243  -1.146283  0.06
H  -3.062550  0.007131  2.693709  0.22
H  -0.320719  0.097583  -1.941713  0.22

Atoms 1-6, force components in eV/Å:
S -0.078 -0.182 -0.154
N -0.211 -0.687 -1.691
N -0.027 0.578 -1.819
C 0.493 -0.047 -1.051
C 0.693 -1.313 2.987
C 3.229 2.780 -0.810



[6]
A structure of composition C37H33BGeN10Sn, computed with ωB97M-V with the def2-TZVPD basis set.

Its electronic energy is -116791.54609 eV. Its spin multiplicity is 1. The HOMO energy (spin up / spin down) is -18.19 / -18.19 eV. The total charge is +4. For the energy above the lowest of the compared OMol25 structures with the same formula, charge and spin, the calculation gives 60.9 kJ/mol. The LUMO energy (spin up / spin down) comes out at -0.5027 / -0.5205 Eh. As for the HOMO-LUMO gap (spin up / spin down): 4.5 / 4.0 eV.

Each line ends with the Mulliken charge.
Geometry (Å):
Sn  0.326769  -0.397374  0.158649  0.84
Ge  -2.392490  3.128826  0.656625  -0.01
N  -0.267190  -2.538188  -0.172271  -0.12
N  0.325789  -0.036719  -2.450815  0.39
N  0.276939  -0.755093  -4.555124  0.01
N  2.377365  -4.819549  1.370042  0.48
N  0.881495  -1.450369  2.240482  -0.38
N  2.335030  -1.255391  -0.269052  -0.04
N  0.416263  -3.589210  0.335713  0.37
N  1.572315  -2.613550  2.300354  0.53
N  2.745974  -2.505914  0.094774  0.44
N  3.528311  -5.402493  0.883142  -0.87
C  2.182481  2.396519  -5.197425  -0.63
C  0.967448  0.882817  -3.222886  0.10
C  -2.062227  3.115875  -1.269094  0.70
C  1.460775  -1.830354  4.371702  -1.22
C  4.036031  -2.628231  -0.306683  0.08
C  -4.375063  0.336490  3.057972  -0.70
C  3.821302  -6.489986  1.551254  -0.27
C  1.861570  -5.657843  2.268416  0.08
C  -1.428903  4.342542  3.147690  -0.31
C  4.451799  -1.472233  -0.933639  -1.31
C  -1.070659  3.907363  1.875648  0.42
C  1.589196  2.117514  -2.872827  0.13
C  0.808710  -0.976702  3.484929  -0.38
C  -1.253237  4.176798  -3.270199  -0.93
C  -1.414055  4.184654  -1.891173  -0.39
C  -1.739203  3.112384  -4.022976  -0.62
C  -1.616325  -4.320165  -0.198836  -1.34
C  0.243313  3.997437  1.410639  0.03
C  -2.570631  2.057174  -2.028461  -0.33
C  -0.073241  -0.996680  -3.296732  -0.87
C  -0.444299  4.865907  3.976284  -0.67
C  -0.387326  -4.668166  0.326442  0.01
C  0.958865  0.449137  -4.565893  0.62
C  -2.409186  2.062190  -3.405494  -0.82
C  -5.879302  0.845152  1.231270  -0.70
C  2.756469  -6.754664  2.434492  -0.82
C  -3.472458  1.277446  2.584580  -0.26
C  -1.493657  -2.972719  -0.493102  -0.48
C  -3.777665  1.975002  1.415883  0.58
C  1.567155  1.167013  -5.568716  -0.76
C  1.216138  4.514501  2.253419  -0.64
C  1.929712  -2.855506  3.576999  0.01
C  2.185532  2.852232  -3.880309  -0.84
C  3.350861  -0.642835  -0.879951  -0.42
C  0.866920  4.944229  3.527283  -0.55
C  -5.577220  0.139969  2.388576  -0.52
C  -4.983778  1.785067  0.740320  -0.29
B  1.811822  -3.409849  0.995267  0.34
H  1.627542  5.356634  4.177699  0.43
H  2.238642  4.586899  1.907343  0.45
H  2.672556  3.790520  -3.653199  0.53
H  1.580524  -1.720221  5.435050  0.46
H  -0.784034  5.020036  -3.760477  0.51
H  0.504556  3.672657  0.409071  0.24
H  3.243449  0.368282  -1.239505  0.57
H  -1.616519  3.116468  -5.098920  0.58
H  -6.816198  0.685647  0.714864  0.45
H  2.502984  -3.720140  3.865155  0.53
H  1.596954  0.818498  -6.594309  0.55
H  2.664557  2.991573  -5.963336  0.51
H  -0.067558  -5.635923  0.670324  0.65
H  -2.551401  1.467685  3.124158  0.41
H  -2.841957  1.267548  -4.001154  0.56
H  0.922738  -5.469767  2.769215  0.68
H  -3.106839  1.247095  -1.545993  0.56
H  -5.240453  2.365958  -0.136960  0.49
H  2.613064  -7.656419  3.012810  0.49
H  4.704116  -7.074188  1.345505  0.50
H  0.102535  -1.347618  -5.358745  0.29
H  5.420248  -1.269106  -1.354874  0.46
H  -2.454678  4.306061  3.493314  0.46
H  -4.145793  -0.217704  3.957834  0.47
H  1.598563  2.457424  -1.844788  0.35
H  -2.472021  -4.956672  -0.340985  0.47
H  -2.220658  -2.294510  -0.913784  0.64
H  -0.715034  5.218329  4.962047  0.46
H  -6.303463  -0.551980  2.795495  0.45
H  0.284104  -0.057390  3.690959  0.54
H  -1.064673  5.033493  -1.314932  0.49
H  -0.624403  -1.873357  -2.991436  0.57
H  4.584277  -3.520229  -0.124635  0.53

Atoms 1-6, force components in eV/Å:
Sn 0.309 -0.521 1.088
Ge 0.238 -0.377 0.859
N -0.098 0.408 -0.164
N 0.502 0.415 -0.348
N -0.135 -0.285 0.033
N -0.807 -1.061 1.271